# 1
Density functional theory data (wB97M-V/def2-TZVPD) for a structure of composition C29H44N3SbSi3SnTe.

Maximum force ... 1.84 eV Å⁻¹
Net charge ... +2
E_tot ... -2886.27268 hartree
Lowest unoccupied orbital energy ... -7.02 eV

Geometry (Å):
Sn -0.360 -1.765 -0.689
C -2.835 2.686 -0.398
Sb -1.928 0.893 0.409
C -1.573 -0.049 -1.613
C -0.474 0.318 -2.509
C -0.513 1.419 -3.367
C 0.558 1.658 -4.207
C 1.652 0.798 -4.190
C 1.620 -0.281 -3.332
N 0.580 -0.513 -2.528
Si -3.117 -0.724 -2.568
C -4.404 0.608 -2.879
C -2.423 -1.436 -4.162
C -3.945 -2.083 -1.559
C -0.006 1.580 1.329
C 1.189 0.741 1.063
C 2.404 1.105 1.687
C 3.582 0.451 1.434
C 3.575 -0.625 0.544
C 2.370 -0.995 0.025
N 1.200 -0.358 0.279
Si 0.378 3.452 0.906
C -1.020 4.531 1.566
C 0.610 3.460 -0.967
C 1.968 4.226 1.568
Si -0.437 1.322 3.222
C 0.633 2.343 4.386
C -2.252 1.744 3.548
C -0.158 -0.523 3.532
H -3.373 2.382 -1.292
H -2.139 3.485 -0.632
H -3.556 3.045 0.335
H -1.386 2.058 -3.365
H 0.546 2.513 -4.870
H 2.501 0.953 -4.839
H 2.435 -0.993 -3.294
H -4.011 1.500 -3.369
H -4.908 0.906 -1.958
H -5.163 0.183 -3.541
H -2.048 -0.652 -4.822
H -3.201 -1.978 -4.702
H -1.603 -2.133 -3.970
H -4.350 -1.705 -0.619
H -3.278 -2.923 -1.346
H -4.782 -2.480 -2.138
H 2.380 1.928 2.382
H 4.499 0.763 1.916
H 4.474 -1.167 0.289
H 2.313 -1.857 -0.635
H -1.981 4.026 1.644
H -1.154 5.399 0.917
H -0.767 4.911 2.558
H -0.274 3.128 -1.507
H 1.436 2.797 -1.243
H 0.862 4.462 -1.321
H 2.064 4.199 2.655
H 1.955 5.281 1.281
H 2.867 3.790 1.132
H 0.753 3.376 4.058
H 1.624 1.910 4.538
H 0.144 2.373 5.362
H -2.653 2.497 2.865
H -2.350 2.150 4.556
H -2.893 0.863 3.488
H 0.909 -0.760 3.551
H -0.624 -1.141 2.761
H -0.576 -0.822 4.495
N -3.129 -2.755 1.783
C -2.329 -2.318 1.077
H -3.834 -3.149 2.380
Te 0.204 -4.061 0.753
C 2.061 -4.959 0.327
C 3.205 -4.549 1.011
C 4.366 -5.293 0.893
C 4.387 -6.438 0.105
C 3.247 -6.834 -0.584
C 2.080 -6.095 -0.480
H 3.177 -3.668 1.639
H 5.255 -4.987 1.428
H 5.292 -7.025 0.028
H 3.262 -7.723 -1.200
H 1.189 -6.400 -1.012

---

# 2
Density functional theory data (wB97M-V/def2-TZVPD) for a cluster of 2 separate species, C2H10N2S in total.

Maximum force ... 1.15 eV Å⁻¹
E_tot ... -589.86226 hartree
SMILES ... NCN.CS
Lowest unoccupied orbital energy ... 0.96 eV

Geometry (Å):
C 2.691 -0.663 -2.213
S 2.235 -1.231 -0.555
H 2.716 0.423 -2.166
H 3.694 -0.996 -2.445
H 2.051 -1.034 -3.013
H 1.569 -2.343 -0.884
N -2.650 0.105 1.086
C -1.217 0.336 1.117
N -0.828 1.563 1.797
H -3.367 0.785 0.914
H -2.952 -0.840 0.934
H -0.716 -0.521 1.595
H -0.792 0.353 0.099
H -0.959 2.347 1.168
H -1.475 1.715 2.564

---

# 3
Density functional theory data (wB97M-V/def2-TZVPD) for a structure of composition C31H57HfN2O2P2S.

Maximum force ... 8.92 eV Å⁻¹
Net charge ... +3
E_tot ... -2603.45464 hartree
Lowest unoccupied orbital energy ... -10.32 eV

Geometry (Å):
C -1.707 0.966 2.146
C -2.232 0.913 -0.145
C -2.934 1.550 2.434
C -3.399 1.638 0.082
C -3.773 1.924 1.390
H -3.176 1.742 3.481
H -4.012 1.931 -0.775
H -4.711 2.444 1.588
N -1.398 0.592 0.887
P 1.037 0.591 2.541
P -1.181 -1.288 -1.643
C -0.664 0.750 3.236
H -0.677 1.589 3.952
H -0.902 -0.161 3.809
C -1.802 0.468 -1.500
H -2.528 0.679 -2.294
C -0.471 -1.489 -3.403
C -2.791 -2.233 -1.520
C 1.637 2.383 2.391
C 1.963 -0.398 3.833
C 1.054 -1.266 -3.384
H 1.571 -2.040 -2.801
H 1.418 -1.329 -4.423
H 1.345 -0.288 -2.989
C -0.684 -2.912 -3.945
H -0.266 -3.663 -3.261
H -1.731 -3.148 -4.162
H -0.137 -2.998 -4.898
C -1.104 -0.452 -4.333
H -0.737 -0.632 -5.356
H -2.199 -0.511 -4.364
H -0.803 0.563 -4.043
C -2.458 -3.731 -1.403
H -1.711 -3.907 -0.623
H -3.379 -4.259 -1.117
H -2.105 -4.161 -2.345
C -3.548 -1.822 -0.247
H -2.908 -1.877 0.636
H -3.976 -0.817 -0.329
H -4.378 -2.532 -0.109
C -3.705 -1.954 -2.727
H -3.858 -0.881 -2.903
H -3.356 -2.423 -3.654
H -4.692 -2.385 -2.498
C 3.450 -0.415 3.441
H 3.988 -1.073 4.140
H 3.597 -0.811 2.424
H 3.917 0.578 3.496
C 1.422 -1.842 3.818
H 0.360 -1.893 4.091
H 1.549 -2.335 2.845
H 1.989 -2.423 4.563
C 1.767 0.165 5.249
H 0.707 0.304 5.497
H 2.182 -0.565 5.960
H 2.297 1.108 5.413
C 0.486 3.270 1.888
H -0.308 3.390 2.638
H 0.883 4.273 1.663
H 0.039 2.878 0.966
C 2.778 2.417 1.353
H 2.431 2.130 0.347
H 3.164 3.447 1.297
H 3.614 1.760 1.631
C 2.130 2.955 3.729
H 1.363 2.896 4.514
H 3.059 2.484 4.076
H 2.354 4.023 3.574
Hf 0.597 -0.487 0.222
C -0.501 -2.159 0.976
O -0.993 -3.070 1.536
N 0.713 1.079 -1.211
C -0.265 1.547 -1.807
C -0.460 2.869 -2.551
C -1.800 2.966 -3.268
C -0.434 3.970 -1.493
C 0.713 3.012 -3.537
H -1.928 2.189 -4.027
H -2.630 2.914 -2.554
H -1.856 3.939 -3.776
H 0.511 3.950 -0.937
H -0.539 4.958 -1.959
H -1.263 3.837 -0.784
H 0.395 3.514 -4.458
H 1.515 3.599 -3.076
H 1.133 2.035 -3.811
C 4.626 -2.678 0.105
S 2.994 -2.886 -0.619
C 2.381 -4.173 0.485
O 2.273 -1.567 -0.035
H 5.242 -3.518 -0.235
H 4.565 -2.663 1.200
H 5.045 -1.740 -0.276
H 2.728 -3.996 1.511
H 1.287 -4.211 0.452
H 2.798 -5.114 0.103

---

# 4
Density functional theory data (wB97M-V/def2-TZVPD) for a structure of composition C21H25F5N2O7S2SiTi.

Maximum force ... 0.46 eV Å⁻¹
2S+1 ... 2
Net charge ... -1
E_tot ... -3886.27449 hartree
Lowest unoccupied orbital energy (alpha / beta) ... 2.08 / 2.09 eV

Geometry (Å):
Ti -0.252 -0.139 0.742
N -1.130 3.423 2.649
C -2.010 2.819 1.796
O -2.363 3.376 0.764
C -2.541 1.477 2.237
C -2.366 0.401 1.157
H -0.630 4.208 2.261
H -0.596 2.812 3.247
H -3.595 1.661 2.493
H -2.036 1.181 3.160
H -2.869 0.752 0.248
H -2.922 -0.493 1.472
O -0.551 -1.977 1.576
C -0.959 -3.055 1.141
C -1.425 -3.314 -0.189
C -1.860 -4.609 -0.477
C -2.325 -4.925 -1.728
C -2.368 -3.952 -2.744
C -1.950 -2.682 -2.486
C -1.457 -2.292 -1.201
O -1.080 -1.101 -1.005
N -2.776 -6.271 -2.004
O -2.734 -7.095 -1.103
O -3.184 -6.521 -3.128
H -0.979 -3.909 1.834
H -1.831 -5.372 0.290
H -2.735 -4.234 -3.721
H -1.975 -1.925 -3.258
C 2.705 2.403 2.944
Si 1.630 0.927 3.361
C 2.692 -0.600 3.536
C 0.814 1.254 5.032
O 0.477 0.730 2.234
H 3.451 2.590 3.721
H 2.096 3.304 2.835
H 3.222 2.237 1.999
H 3.458 -0.471 4.305
H 3.178 -0.829 2.585
H 2.075 -1.461 3.807
H 1.509 1.018 5.843
H -0.068 0.622 5.159
H 0.508 2.295 5.165
C -0.756 3.619 -1.900
S -1.132 1.899 -1.598
C -0.585 1.258 -3.178
O -0.033 1.482 -0.635
H 0.309 3.705 -2.116
H -1.028 4.153 -0.994
H -1.360 3.965 -2.740
H -1.283 1.583 -3.949
H -0.595 0.175 -3.081
H 0.424 1.612 -3.385
F 3.253 1.747 -5.066
C 2.965 1.070 -3.942
C 2.486 -0.225 -4.003
F 2.305 -0.807 -5.200
C 2.180 -0.906 -2.837
F 1.704 -2.151 -2.975
C 2.343 -0.350 -1.567
S 1.996 -1.236 -0.105
C 2.825 0.961 -1.553
F 3.027 1.589 -0.392
C 3.129 1.664 -2.704
F 3.581 2.927 -2.634

---

# 5
Density functional theory data (wB97M-V/def2-TZVPD) for an isolated molecule of C8H17NOSi.

Maximum force ... 3.52 eV Å⁻¹
E_tot ... -734.39825 hartree
Lowest unoccupied orbital energy (alpha / beta) ... -1.89 / 0.01 eV

Geometry (Å):
C 1.384 0.852 -0.640
C 0.898 2.244 -1.171
C 0.170 1.811 -2.479
C -1.310 1.402 -2.247
C -2.147 2.200 -1.353
C 1.161 -2.820 -1.065
C -1.521 -1.921 0.692
C 1.115 -1.677 2.076
N 0.431 0.022 -0.361
O 2.582 0.606 -0.498
Si 0.302 -1.603 0.317
H 0.339 2.773 -0.411
H 1.818 2.792 -1.364
H 0.027 2.684 -3.039
H 0.719 1.064 -2.976
H -1.865 0.542 -2.662
H -3.087 2.619 -1.792
H -1.544 2.975 -1.010
H -2.574 1.533 -0.585
H 1.778 -2.197 -1.823
H 1.954 -3.441 -0.647
H 0.380 -3.394 -1.551
H -1.723 -1.955 1.742
H -2.139 -1.117 0.182
H -1.886 -2.882 0.299
H 0.802 -2.799 2.168
H 2.184 -1.667 2.257
H 0.577 -1.226 2.912

---

# 6
Density functional theory data (wB97M-V/def2-TZVPD) for an isolated molecule of C4H9OP.

Maximum force ... 7.44 eV Å⁻¹
E_tot ... -574.28932 hartree
SMILES ... C=C[C@H](P)CO
Lowest unoccupied orbital energy ... 0.93 eV

Geometry (Å):
C -0.411 1.931 -0.930
C 0.116 1.167 -0.069
C 1.401 -0.915 0.686
C 0.313 -0.484 -0.292
O 1.593 -2.275 0.879
P -1.384 -1.452 -0.109
H -0.478 2.969 -0.794
H -0.575 1.480 -1.974
H 0.460 1.370 1.001
H 1.197 -0.445 1.710
H 2.258 -0.281 0.308
H 0.652 -0.325 -1.323
H 1.176 -2.852 0.131
H -2.249 -0.562 -0.649
H -1.561 -0.781 1.098

---

# 7
Density functional theory data (wB97M-V/def2-TZVPD) for an isolated molecule of C4H5NO.

Maximum force ... 0.75 eV Å⁻¹
E_tot ... -285.34569 hartree
SMILES ... C#CC(=O)NC
Lowest unoccupied orbital energy ... 0.79 eV

Geometry (Å):
C -1.753 0.228 -0.474
N -0.420 -0.314 -0.395
C 0.282 -0.415 0.773
O -0.201 -0.627 1.868
C 1.703 -0.152 0.508
C 2.804 0.158 0.126
H -2.328 -0.342 -1.202
H -1.729 1.274 -0.793
H -2.227 0.158 0.503
H 0.128 -0.288 -1.240
H 3.812 0.388 -0.141

---

# 8
Density functional theory data (wB97M-V/def2-TZVPD) for a structure of composition C3H5NO3S.

Maximum force ... 2.97 eV Å⁻¹
E_tot ... -795.90246 hartree
Lowest unoccupied orbital energy ... 0.20 eV

Geometry (Å):
C 0.504 -0.100 -0.977
C 1.662 -1.044 -0.847
C -1.214 0.760 0.616
N 0.018 0.043 0.339
O -0.004 0.193 -1.997
O 1.825 -0.315 2.026
O 0.165 -2.125 1.498
S 1.015 -1.054 1.110
H 1.281 -2.007 -1.171
H 2.608 -0.721 -1.312
H -0.926 1.818 0.634
H -2.047 0.317 -0.101
H -1.432 0.610 1.715

---

Q: Which of these has the lowest E_tot?
A: C21H25F5N2O7S2SiTi

---

Q: Which of these has the highest E_tot?
A: C4H5NO

---

Q: Which formula does entry 3 have?
A: C31H57HfN2O2P2S